Density functional theory data (the ωB97M-V functional and the def2-TZVPD basis) for one molecule with the formula C5H10O2.

Output
Lowest unoccupied orbital energy   0.026 Ha
ΔE to the lowest compared entry with this formula, charge and spin   171.6 kJ/mol
E   -9441.2647 eV
SMILES   O=CCCCCO
Highest occupied orbital energy   -9.78 eV

```
17
Properties=species:S:1:pos:R:3:forces:R:3
O -2.63211 0.58190 -1.45689 0.1 0.1 0.0
C -1.65894 0.49215 -0.75567 0.2 -0.1 -0.2
C -0.27891 0.11492 -1.24659 -0.3 0.3 0.4
C 0.88772 0.72377 -0.47621 0.7 0.1 0.2
C 0.81881 0.69924 1.04849 0.5 -0.1 0.3
C 0.89513 -0.70185 1.68234 -0.3 -0.2 -0.1
O 1.59637 -1.65838 0.89263 0.2 0.1 0.1
H -1.74653 0.61298 0.33888 -0.1 0.1 0.1
H -0.27759 -0.97118 -1.08203 0.1 0.0 -0.3
H -0.20965 0.34962 -2.30769 0.0 -0.3 0.0
H 1.80024 0.18530 -0.72796 0.0 -0.2 -0.2
H 1.11653 1.74844 -0.78167 -0.5 0.0 -0.1
H 1.68578 1.24333 1.43606 -0.1 0.2 -0.2
H -0.05369 1.23429 1.41202 -0.1 0.0 0.2
H 1.39594 -0.66461 2.64451 0.3 0.2 0.1
H -0.08793 -1.08120 1.92713 -0.5 -0.1 -0.1
H 0.96452 -2.16387 0.37890 0.0 0.0 0.0
```
Forces are in eV/Å.

=====

Density functional theory data (the ωB97M-V functional and the def2-TZVPD basis) for one molecule with the formula C5H10O2 at a distorted geometry.

Output
Lowest unoccupied orbital energy   0.031 Ha
ΔE to the lowest compared entry with this formula, charge and spin   271.0 kJ/mol
E   -9440.2339 eV
SMILES   C=C[C@@H](O)[C@@H](C)O
Highest occupied orbital energy   -9.42 eV

```
17
Properties=species:S:1:pos:R:3:forces:R:3
C 2.59207 -0.17406 0.01874 0.2 0.0 -0.2
C 1.55930 0.23616 -0.72409 0.2 -0.2 0.2
C 0.26503 -0.39451 -0.19419 0.0 -0.2 0.0
O 0.41362 -0.26902 1.22382 -0.3 0.0 0.2
C -1.11986 0.19052 -0.50369 0.0 -0.3 -0.1
C -2.13448 -0.53340 0.37905 -0.1 0.0 -0.1
O -1.16446 1.56362 -0.13235 0.2 0.2 -0.2
H 3.50979 0.34378 0.25814 0.4 0.0 -1.0
H 2.42733 -1.08322 0.59075 0.1 0.4 0.3
H 1.63576 0.99732 -1.50197 -0.2 0.1 0.4
H 0.26377 -1.46492 -0.43485 -0.1 0.1 0.1
H 0.67570 0.66259 1.30116 -0.2 -0.4 0.5
H -1.38438 0.06083 -1.56531 0.1 0.1 0.1
H -3.12775 -0.09405 0.27886 0.1 0.0 -0.1
H -2.18419 -1.59707 0.11999 0.0 0.2 0.0
H -1.81808 -0.45554 1.42141 -0.1 0.0 -0.2
H -0.40916 2.01096 -0.53547 -0.2 0.0 0.0
```
Forces are in eV/Å.

=====

Density functional theory data (the ωB97M-V functional and the def2-TZVPD basis) for a 2-piece molecular cluster, C5H10O2 overall.

Output
Lowest unoccupied orbital energy   0.036 Ha
ΔE to the lowest compared entry with this formula, charge and spin   247.1 kJ/mol
E   -9440.4823 eV
SMILES   C[C@H]1OCCC1=O.[H][H]
Highest occupied orbital energy   -9.64 eV

```
17
Properties=species:S:1:pos:R:3:forces:R:3
C -1.44135 1.50812 0.32242 -0.2 0.2 0.0
C -0.82282 0.13029 0.47223 0.0 0.2 0.1
O -1.12793 -0.69365 -0.63876 -0.1 0.1 0.0
C 0.06200 -1.22395 -1.22037 0.2 -0.1 -0.1
C 1.18406 -0.26455 -0.84168 0.1 0.1 0.0
C 0.68049 0.38214 0.43110 0.1 0.5 0.0
O 1.29274 1.09383 1.19117 -0.3 -0.1 -0.5
H -2.52516 1.45879 0.21957 0.0 0.0 0.0
H -1.02071 1.98827 -0.56846 -0.2 0.0 0.1
H -1.16999 2.10537 1.19723 -0.1 0.0 -0.1
H -1.14751 -0.35631 1.40451 0.2 0.1 -0.1
H -0.10316 -1.28608 -2.29982 0.0 0.0 0.2
H 0.25627 -2.23961 -0.84521 0.0 0.2 0.0
H 2.17539 -0.71136 -0.74238 -0.2 0.1 0.1
H 1.24652 0.56921 -1.54888 0.1 -0.1 -0.1
H 1.07728 -1.53217 1.58073 0.2 -0.4 0.3
H 1.38389 -0.92834 1.88658 0.0 -0.7 0.2
```
Forces are in eV/Å.

=====

Density functional theory data (the ωB97M-V functional and the def2-TZVPD basis) for a 2-piece molecular cluster, C5H10O2 overall at a distorted geometry.

Output
Lowest unoccupied orbital energy   0.021 Ha
ΔE to the lowest compared entry with this formula, charge and spin   287.9 kJ/mol
E   -9440.0589 eV
SMILES   C=C/C=C/CO.O
Highest occupied orbital energy   -9.12 eV

```
17
Properties=species:S:1:pos:R:3:forces:R:3
C -2.54751 -1.68173 -0.19299 -0.3 0.6 -0.3
C -1.41668 -1.07457 0.16568 -0.8 -0.6 0.6
C -0.84941 0.09154 -0.47534 1.3 -0.3 0.3
C 0.47586 0.30678 -0.44864 -0.7 1.6 -1.3
C 1.01948 1.62717 -0.95076 0.0 0.2 0.1
O 0.17720 2.75416 -0.77051 0.9 0.5 -0.5
H -3.15514 -1.25364 -0.98864 0.3 -0.1 -0.2
H -3.01090 -2.53861 0.26821 0.3 -0.1 0.4
H -0.90850 -1.31768 1.09733 0.1 -0.6 -0.3
H -1.51056 0.79744 -0.95552 -0.1 0.2 0.0
H 1.26804 -0.40186 -0.26239 -0.3 -0.4 0.7
H 1.25534 1.58496 -2.02073 0.1 -0.2 0.0
H 1.94072 1.86446 -0.41478 0.1 -0.2 -0.1
H -0.67203 2.52178 -0.44329 -0.9 -0.5 0.5
O 2.30706 -1.84793 2.25093 1.3 0.3 -1.0
H 2.97038 -1.66388 1.54294 -0.5 -0.2 1.0
H 1.51600 -1.90806 1.72559 -0.8 -0.1 -0.1
```
Forces are in eV/Å.

=====

Density functional theory data (the ωB97M-V functional and the def2-TZVPD basis) for a 2-piece molecular cluster, C5H10O2 overall at a distorted geometry.

Output
Lowest unoccupied orbital energy   0.015 Ha
ΔE to the lowest compared entry with this formula, charge and spin   330.3 kJ/mol
E   -9439.6192 eV
SMILES   C=CCCC=O.O
Highest occupied orbital energy   -9.38 eV

```
17
Properties=species:S:1:pos:R:3:forces:R:3
C -0.38400 -0.07739 1.01382 -2.1 -0.6 -0.4
C -0.27828 -0.95080 -0.00253 3.4 0.0 0.7
C 0.93856 -0.84231 -0.92422 -0.8 0.5 -0.8
C 0.92685 0.50199 -1.75030 0.4 -0.5 0.8
C -0.42470 1.03670 -2.23604 0.7 -2.3 0.3
O -0.51870 1.73388 -3.19439 -0.3 1.1 -0.4
H -1.42916 0.03701 1.33552 0.5 -0.4 1.0
H 0.35454 0.56615 1.47904 0.1 0.5 -1.0
H -0.67891 -1.96095 0.04466 -1.5 0.7 -0.6
H 0.94892 -1.62832 -1.68503 0.0 -0.3 0.5
H 1.87908 -0.87186 -0.36782 -0.1 -0.1 0.0
H 1.49158 0.30084 -2.65948 0.2 0.4 0.0
H 1.49480 1.19739 -1.12756 -0.3 0.5 -0.4
H -1.28954 0.47296 -1.82083 -0.2 0.7 0.1
O -1.15983 0.51535 4.01317 -0.2 0.6 0.4
H -0.95034 -0.12565 4.68544 0.1 -0.3 0.4
H -0.92088 0.09501 3.19654 0.1 -0.3 -0.6
```
Forces are in eV/Å.

=====

Density functional theory data (the ωB97M-V functional and the def2-TZVPD basis) for one molecule with the formula C5H10O2 at a distorted geometry.

Output
Lowest unoccupied orbital energy   0.033 Ha
ΔE to the lowest compared entry with this formula, charge and spin   204.5 kJ/mol
E   -9440.9232 eV
SMILES   C[C@@H](O)CCC=O
Highest occupied orbital energy   -9.90 eV

```
17
Properties=species:S:1:pos:R:3:forces:R:3
C -2.16400 -0.77995 -0.26297 0.0 0.1 -0.1
C -0.83719 -0.06087 -0.41771 -0.4 0.8 -0.4
O -1.14728 1.39231 -0.41740 -0.4 -0.6 -1.4
C 0.08118 -0.16922 0.79446 -0.2 0.8 0.1
C 1.58632 -0.34991 0.55786 -0.1 0.3 0.0
C 2.22127 0.68991 -0.32233 -0.1 0.3 -0.2
O 1.63710 1.56698 -0.92248 0.3 -0.4 0.3
H -2.08404 -1.86404 -0.41368 0.2 0.2 0.0
H -2.57249 -0.60864 0.74002 0.1 0.0 -0.2
H -2.86467 -0.37146 -0.99302 0.0 -0.1 0.1
H -0.35432 -0.28416 -1.37385 -0.1 -0.2 0.1
H -0.33082 1.82761 -0.73069 -0.3 -0.3 0.1
H -0.26315 0.91698 0.97629 1.7 -1.6 1.9
H -0.26033 -0.88293 1.56355 0.0 0.4 -0.4
H 1.89839 -1.32105 0.12174 -0.4 0.2 0.1
H 2.12991 -0.31609 1.51451 -0.1 0.0 -0.1
H 3.32412 0.61453 -0.41430 -0.1 0.0 0.0
```
Forces are in eV/Å.

=====

Density functional theory data (the ωB97M-V functional and the def2-TZVPD basis) for a 2-piece molecular cluster, C5H10O2 overall at a distorted geometry.

Output
Lowest unoccupied orbital energy   0.032 Ha
ΔE to the lowest compared entry with this formula, charge and spin   443.8 kJ/mol
E   -9438.4434 eV
SMILES   C1CC2(C1)CO2.O
Highest occupied orbital energy   -10.21 eV

```
17
Properties=species:S:1:pos:R:3:forces:R:3
C 1.07308 -1.45662 0.06165 -1.2 -0.2 -0.6
C -0.75003 -1.31840 0.40594 1.2 -0.3 -0.1
C -0.59862 0.03356 -0.27150 0.5 0.0 -0.7
C 0.84663 -0.14911 -0.69215 0.8 0.2 -0.2
C -1.50150 0.97352 -0.93793 -0.5 0.0 -0.1
O -1.07901 1.20192 0.39679 0.4 0.0 0.2
H 2.12545 -1.48207 0.48468 -1.8 -0.1 1.1
H 1.10117 -2.28006 -0.64691 -0.3 -0.2 0.1
H -1.18204 -2.09637 -0.23935 0.4 0.3 0.0
H -1.42083 -1.30776 1.30028 1.3 0.0 -0.1
H 1.56127 0.60111 -0.38626 -0.3 0.6 0.4
H 1.05724 -0.26444 -1.75822 -0.6 0.0 -0.2
H -2.56890 0.80367 -0.99978 0.0 -0.1 -0.3
H -1.05645 1.65654 -1.67087 -0.3 -0.3 0.1
O 1.14684 1.94414 1.60957 -0.2 -0.9 0.8
H 1.02098 1.04629 1.98078 0.6 0.6 -0.1
H 0.22470 2.09408 1.36326 0.0 0.4 -0.4
```
Forces are in eV/Å.

=====

Density functional theory data (the ωB97M-V functional and the def2-TZVPD basis) for C5H10O2 as an isolated structure.

Output
Lowest unoccupied orbital energy   0.019 Ha
ΔE to the lowest compared entry with this formula, charge and spin   722.3 kJ/mol
E   -9435.5573 eV
Highest occupied orbital energy   -6.77 eV

```
17
Properties=species:S:1:pos:R:3:forces:R:3
C -1.46448 -0.71969 -0.77086 -0.3 -0.1 0.0
C -0.43880 0.19034 0.57883 -0.3 0.0 0.2
C 0.77004 -0.64172 1.03918 -0.1 0.1 0.1
O 0.70256 -2.04031 0.75928 0.1 0.0 -0.2
C 1.55338 0.21840 0.10477 0.4 0.1 0.1
C 0.51356 1.27635 0.03581 -0.1 -0.1 0.2
O 0.17103 1.75826 -1.27217 -0.1 0.3 -0.1
H -2.22020 0.03866 -0.94758 0.1 -0.1 0.1
H -1.74999 -1.55332 -0.13766 0.0 0.1 -0.1
H -1.08632 -1.09629 -1.73069 0.0 0.1 0.1
H -1.35467 0.37311 1.14664 0.1 0.0 -0.1
H 0.87222 -0.57871 2.13975 0.0 0.0 -0.2
H 1.21588 -2.11211 -0.06156 -0.1 -0.1 0.1
H 2.61604 0.43213 0.22028 -0.1 -0.1 0.0
H -0.34585 -0.31107 -0.64359 0.1 0.0 0.0
H 0.52535 2.15763 0.71486 0.0 -0.2 -0.1
H -0.27975 2.60835 -1.17531 0.1 -0.1 -0.1
```
Forces are in eV/Å.

=====

Density functional theory data (the ωB97M-V functional and the def2-TZVPD basis) for C5H10O2 as an isolated structure.

Output
Lowest unoccupied orbital energy   0.039 Ha
ΔE to the lowest compared entry with this formula, charge and spin   225.1 kJ/mol
E   -9440.7096 eV
Highest occupied orbital energy   -9.47 eV

```
17
Properties=species:S:1:pos:R:3:forces:R:3
C -2.14329 -0.47526 0.26428 -0.1 -0.1 0.0
C -0.94931 0.36293 -0.16329 -0.1 -0.2 -0.3
O -0.71631 1.40010 0.78283 0.1 -0.1 0.0
C 0.28497 -0.58787 -0.34952 -0.2 0.1 0.1
C 1.53823 -0.02581 -1.04953 0.0 0.1 0.0
C 1.93913 0.31507 0.38994 0.5 0.2 0.1
O 0.94360 -0.57649 0.92459 0.3 -0.3 0.2
H -2.95869 0.14957 0.64090 0.1 0.0 -0.2
H -2.50773 -1.07152 -0.57529 0.0 0.0 0.1
H -1.83705 -1.16278 1.06385 -0.1 0.1 -0.1
H -1.14007 0.92210 -1.08295 -0.1 -0.3 -0.1
H -0.72958 1.01606 1.67241 0.2 0.0 -0.3
H 0.04123 -1.62409 -0.64288 -0.4 0.5 0.1
H 2.19581 -0.78781 -1.48836 -0.4 0.1 0.1
H 1.39618 0.77972 -1.77642 0.0 0.0 0.3
H 1.72523 1.35915 0.63691 0.1 -0.2 0.2
H 2.91767 0.00692 0.75253 0.2 0.2 -0.2
```
Forces are in eV/Å.

=====

Density functional theory data (the ωB97M-V functional and the def2-TZVPD basis) for one molecule with the formula C5H10O2.

Output
Lowest unoccupied orbital energy   0.038 Ha
ΔE to the lowest compared entry with this formula, charge and spin   248.7 kJ/mol
E   -9440.4657 eV
SMILES   CO[C@H]1CO[C@H]1C
Highest occupied orbital energy   -9.70 eV

```
17
Properties=species:S:1:pos:R:3:forces:R:3
C -1.96107 0.77113 -1.11077 -0.3 0.0 0.0
O -0.59757 0.44990 -0.91597 0.1 -0.1 0.0
C -0.19305 0.46514 0.42550 0.0 0.0 0.1
C -0.54821 -0.78882 1.24706 -0.4 0.0 0.1
O 0.81887 -1.21190 1.27725 0.1 -0.2 0.1
C 1.26279 -0.00772 0.62308 0.2 0.2 -0.1
C 2.10595 -0.29847 -0.59559 0.0 0.0 0.0
H -2.52770 0.80447 -0.16822 0.2 0.0 -0.2
H -2.05219 1.74964 -1.60152 0.0 -0.2 0.1
H -2.40965 0.00584 -1.75214 0.0 0.1 0.1
H -0.45280 1.42685 0.89211 0.1 -0.2 0.0
H -1.19596 -1.52197 0.74315 0.1 0.2 0.1
H -0.93572 -0.58445 2.25381 0.1 0.0 -0.1
H 1.81461 0.62170 1.33601 -0.1 -0.1 -0.1
H 2.50258 0.62684 -1.02602 -0.1 -0.1 0.0
H 2.94797 -0.93406 -0.30090 -0.1 0.1 0.0
H 1.51439 -0.81848 -1.35180 0.1 0.1 0.1
```
Forces are in eV/Å.

=====

Density functional theory data (the ωB97M-V functional and the def2-TZVPD basis) for one molecule with the formula C5H10O2 at a distorted geometry.

Output
Lowest unoccupied orbital energy   0.029 Ha
ΔE to the lowest compared entry with this formula, charge and spin   366.6 kJ/mol
E   -9439.2433 eV
Highest occupied orbital energy   -8.64 eV

```
17
Properties=species:S:1:pos:R:3:forces:R:3
C -2.35001 -0.64001 -0.26258 0.0 0.0 0.0
C -1.21436 0.35104 -0.50998 0.0 0.0 0.0
C 0.09812 -0.06990 0.14136 -0.2 0.2 0.1
O 0.48945 -1.30660 -0.43670 0.2 -0.1 0.1
C 1.18406 0.98586 -0.05399 -0.3 -0.1 0.0
C 2.51253 0.78492 0.55736 -0.6 0.6 -0.5
O 2.68467 -0.42044 1.10472 0.6 1.4 -0.2
H -3.27024 -0.31695 -0.76247 0.2 -0.1 0.1
H -2.08141 -1.63200 -0.63798 -0.1 0.2 0.1
H -2.56589 -0.73126 0.80969 0.0 0.0 -0.2
H -1.03926 0.45963 -1.58969 0.0 0.0 0.2
H -1.49025 1.34502 -0.13032 0.1 -0.2 -0.1
H -0.07093 -0.19726 1.22622 0.0 0.0 -0.2
H 1.26526 -1.60947 0.05360 -0.2 -0.1 -0.2
H 0.86431 1.98356 0.28741 0.0 -0.2 -0.1
H 1.40730 1.12024 -1.12685 -0.1 0.0 0.1
H 3.57665 -0.10639 1.33020 0.4 -1.7 0.8
```
Forces are in eV/Å.

=====

Density functional theory data (the ωB97M-V functional and the def2-TZVPD basis) for a 2-piece molecular cluster, C5H10O2 overall.

Output
Lowest unoccupied orbital energy   0.032 Ha
ΔE to the lowest compared entry with this formula, charge and spin   146.8 kJ/mol
E   -9441.5216 eV
SMILES   C=CCC.O=CO
Highest occupied orbital energy   -9.64 eV

```
17
Properties=species:S:1:pos:R:3:forces:R:3
C -1.58580 -0.98026 0.34622 0.1 0.0 0.1
C -0.36462 -0.74444 0.81779 -0.2 -0.1 0.0
C 0.92119 -1.15689 0.14702 0.0 -0.1 0.0
C 2.08950 -0.21433 0.43852 0.1 0.1 0.0
H -2.48004 -0.66445 0.87653 0.2 -0.1 -0.1
H -1.74043 -1.48904 -0.60508 0.0 0.1 0.1
H -0.25742 -0.22666 1.77382 0.0 -0.1 -0.1
H 0.76245 -1.23422 -0.93687 0.0 0.0 0.2
H 1.18337 -2.16711 0.49146 0.0 0.1 0.0
H 3.02014 -0.59830 0.00808 -0.1 0.1 0.0
H 1.90911 0.78483 0.02845 0.0 -0.2 0.1
H 2.24624 -0.11357 1.51928 0.0 0.0 -0.1
O -2.48066 1.79552 -1.02727 0.5 -0.1 -0.1
C -1.33435 1.54108 -1.28169 -0.3 0.1 0.0
O -0.27275 2.03438 -0.62499 -0.2 0.1 0.1
H -0.99130 0.88258 -2.09133 -0.1 0.1 0.0
H -0.62461 2.55087 0.12003 0.1 0.0 -0.1
```
Forces are in eV/Å.